Molecular formula: C24H60N4O12SSn
Method: DFT, the ωB97M-V functional and the def2-TZVPD basis

Its energy above the lowest of the compared OMol25 structures with the same formula, charge and spin is 244.1 kcal/mol. The value obtained for the total energy is -2684.16454 Ha. The highest occupied orbital energy is -7.324 eV. As for the LUMO energy: -4.31 eV.

Each line ends with the Mulliken charge.
Geometry (Å):
Sn  -3.624  -2.019  -0.217  0.89
S  1.125  -0.267  0.281  1.18
O  0.419  -0.397  1.572  -0.54
O  0.377  -0.895  -0.763  -0.52
O  1.389  1.150  -0.112  -0.52
O  2.390  -0.957  0.347  -0.55
C  0.584  2.358  4.954  -0.73
O  1.979  2.539  4.720  -0.35
C  2.119  3.372  3.560  -0.38
C  3.593  3.500  3.155  -0.85
N  4.129  2.259  2.507  -0.10
C  5.458  2.459  2.010  -0.80
C  6.049  1.169  1.467  -0.46
O  6.150  0.084  2.424  -0.34
C  6.722  -1.108  1.739  -0.76
H  -0.123  3.011  4.443  0.33
H  0.394  2.400  6.026  0.28
H  0.371  1.399  4.482  0.25
H  1.820  4.328  3.991  0.33
H  1.433  3.157  2.741  0.35
H  4.182  3.833  4.009  0.42
H  3.774  4.365  2.517  0.40
H  3.502  2.106  1.730  0.04
H  6.068  2.866  2.816  0.47
H  5.561  3.174  1.194  0.30
H  7.024  1.620  1.285  0.29
H  5.630  0.873  0.505  0.40
H  6.350  -2.002  2.240  0.31
H  7.796  -0.947  1.638  0.30
H  6.225  -1.387  0.810  0.31
C  -0.770  -10.171  1.548  -0.76
O  -1.716  -9.111  1.292  -0.34
C  -1.324  -8.318  0.152  -0.48
C  -1.891  -6.886  0.004  -0.81
N  -1.394  -5.982  1.061  -0.27
C  -1.736  -6.289  2.427  -0.54
C  -1.644  -4.950  3.274  -0.63
O  -2.918  -4.320  3.396  -0.33
C  -3.088  -3.407  4.549  -0.70
H  0.162  -9.767  1.942  0.32
H  -0.485  -10.646  0.609  0.31
H  -1.044  -10.986  2.219  0.28
H  -1.557  -9.080  -0.591  0.37
H  -0.247  -8.213  0.286  0.36
H  -2.973  -7.015  0.011  0.34
H  -1.714  -6.593  -1.031  0.35
H  -0.385  -6.015  1.076  0.28
H  -1.196  -7.073  2.959  0.31
H  -2.710  -6.747  2.599  0.39
H  -0.847  -4.263  2.989  0.36
H  -1.381  -5.279  4.279  0.36
H  -2.271  -2.689  4.483  0.32
H  -2.984  -3.959  5.483  0.29
H  -4.090  -2.989  4.447  0.23
C  -6.308  1.343  2.450  -0.88
O  -5.245  1.522  1.493  -0.22
C  -4.743  2.868  1.417  -0.44
C  -3.356  2.675  0.899  -0.87
N  -3.288  2.043  -0.457  -0.12
C  -3.812  2.860  -1.503  -0.66
C  -3.938  2.145  -2.811  -0.60
O  -4.930  1.042  -2.813  -0.26
C  -5.466  0.707  -4.064  -0.79
H  -6.527  0.293  2.640  0.27
H  -7.226  1.926  2.371  0.30
H  -5.831  1.647  3.382  0.35
H  -4.572  3.312  2.398  0.45
H  -5.256  3.426  0.633  0.21
H  -2.696  2.083  1.533  0.41
H  -2.828  3.626  0.980  0.46
H  -2.293  2.005  -0.627  0.17
H  -3.219  3.770  -1.602  0.35
H  -4.857  3.136  -1.362  0.29
H  -2.982  1.765  -3.171  0.37
H  -4.394  2.923  -3.424  0.40
H  -6.036  -0.215  -3.941  0.23
H  -4.695  0.626  -4.830  0.31
H  -6.200  1.454  -4.366  0.31
C  2.094  0.261  -7.419  -0.83
O  2.149  0.661  -6.120  -0.25
C  1.535  2.028  -5.919  -0.63
C  1.327  2.184  -4.364  -0.38
N  2.622  2.149  -3.625  -0.20
C  3.565  3.238  -3.697  -0.75
C  3.290  4.481  -2.832  -0.45
O  1.996  5.036  -2.978  -0.39
C  1.258  5.455  -1.751  -0.61
H  2.911  0.628  -8.040  0.26
H  1.143  0.504  -7.892  0.34
H  2.028  -0.827  -7.398  0.27
H  0.624  2.274  -6.464  0.43
H  2.364  2.639  -6.276  0.25
H  0.756  1.371  -3.915  0.41
H  0.873  3.152  -4.151  0.29
H  2.335  2.144  -2.657  0.12
H  3.841  3.418  -4.737  0.32
H  4.415  2.857  -3.132  0.33
H  3.983  5.208  -3.254  0.29
H  3.517  4.179  -1.810  0.39
H  1.861  5.940  -0.983  0.30
H  0.976  4.466  -1.389  0.24
H  0.570  6.275  -1.960  0.25

=====

Molecular formula: C6H17NO
Method: DFT, the ωB97M-V functional and the def2-TZVPD basis

Its energy above the lowest of the compared OMol25 structures with the same formula, charge and spin is 71.8 kcal/mol. The value obtained for the total energy is -368.68637 Ha. The highest occupied orbital energy is -9.031 eV. As for the LUMO energy: 0.84 eV.

Each line ends with the Mulliken charge.
Geometry (Å):
C  2.578  -0.023  -0.226  -1.25
N  1.152  -0.214  -0.287  -0.07
C  0.279  0.841  0.253  -0.46
C  -0.951  -0.174  0.639  0.40
C  -2.235  0.633  1.109  -1.52
C  -1.408  -0.918  -0.670  -1.24
C  0.021  2.104  -0.620  -1.27
H  2.976  -0.749  0.486  0.39
H  3.239  0.850  0.067  0.30
H  3.201  -0.366  -1.004  0.43
H  1.011  -0.360  -1.266  0.32
H  0.652  1.114  1.250  0.52
H  -0.367  -0.867  1.293  0.36
H  -1.957  1.417  1.773  0.41
H  -2.738  1.088  0.170  0.31
H  -3.053  0.079  1.552  0.39
H  -2.403  -1.224  -0.552  0.52
H  -1.057  -2.083  -0.692  0.19
H  -1.264  -0.252  -1.548  0.31
H  0.400  2.375  -1.565  0.39
H  -1.061  2.238  -0.551  0.29
H  0.421  2.949  0.091  0.28
H  1.265  -2.389  -0.403  0.41
H  0.308  -2.882  0.622  0.28
O  0.991  -3.188  0.081  -0.68

=====

Which formula does entry 1 have?
C24H60N4O12SSn